[1]
{
  "formula": "C29H56ClN5O15",
  "method": "ωB97M-V/def2-TZVPD",
  "largest_force_ev_per_a": 10.36,
  "lumo_ha": -0.23537,
  "total_energy_ev": -81652.482,
  "multiplicity": 1,
  "orbital_gap_ev": 1.026,
  "relative_energy_kj_mol": 0.0,
  "elements": ["C", "C", "C", "C", "C", "C", "N", "O", "C", "C", "C", "H", "H", "H", "H", "H", "H", "H", "H", "H", "H", "H", "H", "H", "H", "H", "H", "H", "H", "Cl", "O", "O", "O", "O", "O", "C", "N", "C", "H", "H", "H", "H", "H", "O", "C", "N", "C", "H", "H", "H", "H", "H", "O", "C", "N", "C", "H", "H", "H", "H", "H", "O", "C", "N", "C", "H", "H", "H", "H", "H", "O", "C", "O", "C", "C", "C", "H", "H", "H", "H", "H", "H", "O", "C", "O", "C", "C", "C", "H", "H", "H", "H", "H", "H", "O", "C", "O", "C", "C", "C", "H", "H", "H", "H", "H", "H"],
  "coordinates": [[-10.699, 11.807, 43.045], [-9.732, 12.887, 42.324], [-9.423, 14.041, 43.292], [-8.376, 14.960, 42.712], [-7.073, 14.291, 42.462], [-7.175, 12.932, 41.670], [-8.403, 12.261, 42.129], [-8.407, 10.879, 41.888], [-5.961, 12.018, 42.255], [-7.049, 13.191, 40.180], [-10.332, 13.347, 41.028], [-10.930, 10.898, 42.489], [-11.698, 12.174, 43.280], [-10.238, 11.436, 43.961], [-9.112, 13.724, 44.287], [-10.399, 14.518, 43.389], [-8.247, 15.816, 43.375], [-8.738, 15.394, 41.780], [-6.770, 14.044, 43.480], [-6.431, 14.984, 41.918], [-6.108, 11.949, 43.333], [-5.066, 12.598, 42.030], [-5.779, 10.999, 41.916], [-7.229, 12.383, 39.470], [-6.052, 13.602, 40.024], [-7.603, 14.094, 39.921], [-11.199, 13.960, 41.270], [-10.840, 12.664, 40.347], [-9.767, 14.044, 40.409], [3.901, 10.356, 42.045], [3.132, 11.560, 41.830], [4.067, 10.229, 43.448], [3.129, 9.259, 41.515], [5.159, 10.402, 41.375], [-0.509, 13.724, 34.455], [0.371, 12.986, 34.134], [0.456, 12.467, 32.920], [1.370, 12.444, 35.144], [-0.167, 12.802, 32.200], [1.394, 12.243, 32.618], [1.736, 11.487, 34.773], [0.691, 12.196, 35.959], [2.126, 13.158, 35.472], [7.487, 2.197, 39.307], [6.803, 3.152, 39.581], [7.332, 4.334, 39.881], [5.321, 2.877, 39.716], [6.859, 5.204, 40.078], [8.314, 4.422, 39.663], [4.899, 2.370, 38.848], [4.728, 3.788, 39.794], [5.232, 2.495, 40.732], [4.919, 2.713, 46.845], [4.348, 3.547, 46.202], [5.039, 4.454, 45.553], [2.860, 3.560, 46.026], [5.982, 4.476, 45.913], [4.653, 5.254, 45.072], [2.377, 4.471, 45.673], [2.355, 3.179, 46.914], [2.501, 2.968, 45.184], [-2.846, 4.579, 38.142], [-1.695, 4.850, 38.489], [-1.266, 4.577, 39.702], [-0.803, 5.527, 37.494], [-2.003, 4.289, 40.331], [-0.616, 5.265, 40.054], [-0.936, 5.299, 36.436], [0.222, 5.253, 37.744], [-0.813, 6.602, 37.671], [4.831, 21.743, 38.596], [4.526, 20.542, 38.682], [3.258, 20.056, 38.770], [3.267, 18.627, 38.925], [4.667, 18.360, 39.467], [5.506, 19.421, 38.696], [3.130, 18.254, 37.910], [2.390, 18.362, 39.516], [4.994, 17.332, 39.306], [4.733, 18.549, 40.538], [5.574, 19.170, 37.637], [6.461, 19.738, 39.116], [-1.094, 9.941, 51.812], [-0.729, 10.422, 50.727], [-0.072, 11.654, 50.655], [0.408, 11.852, 49.327], [-0.638, 11.246, 48.516], [-0.917, 9.927, 49.292], [1.312, 11.245, 49.362], [0.683, 12.882, 49.100], [-0.163, 10.994, 47.568], [-1.484, 11.925, 48.407], [-0.105, 9.241, 49.052], [-1.947, 9.588, 49.185], [7.097, 14.345, 49.056], [7.591, 14.366, 47.925], [7.145, 15.205, 46.967], [7.720, 14.914, 45.713], [9.025, 14.107, 46.073], [8.788, 13.592, 47.488], [7.948, 15.707, 45.001], [7.092, 14.285, 45.083], [9.902, 14.754, 46.089], [9.260, 13.400, 45.276], [9.626, 13.908, 48.110], [8.504, 12.545, 47.595]],
  "forces_ev_per_angstrom": [[0.693, 0.108, -0.436], [-0.930, -2.109, 2.611], [-0.595, 0.336, -0.357], [-1.263, 1.218, -0.787], [-0.303, -0.961, 0.289], [2.263, -0.518, 2.606], [-0.747, -9.140, -4.822], [0.054, 8.582, 2.108], [-0.581, 0.858, -0.347], [-0.187, 0.949, -0.615], [-1.096, 1.349, -1.486], [0.497, 0.239, -0.593], [0.323, 0.777, 0.032], [0.079, 0.323, 0.111], [-0.095, -0.476, -0.045], [0.146, 0.347, 0.266], [0.182, -0.044, 0.066], [-0.241, 0.117, -0.070], [1.049, 0.029, -0.227], [0.419, -0.338, 0.359], [0.147, 0.167, 0.008], [0.013, 0.019, 0.235], [-0.609, 0.220, -0.594], [-0.095, -0.083, 0.389], [0.392, -0.627, 0.214], [-0.681, -0.314, -0.160], [-0.018, 0.198, 0.709], [0.780, -0.915, 0.314], [0.476, -0.326, 0.206], [-1.745, 0.522, -0.794], [0.219, 0.585, -0.489], [0.634, -0.658, 1.538], [-0.037, -0.718, 0.021], [0.868, 0.221, -0.268], [-1.663, 1.456, 0.651], [0.996, -0.136, 1.480], [0.859, -0.845, -2.373], [-0.952, -0.455, -0.181], [0.038, 0.155, 0.190], [-0.246, -0.324, -0.161], [0.607, 0.224, 0.153], [0.416, 0.110, 0.415], [-0.064, -0.188, -0.152], [1.229, -0.707, -0.585], [-1.472, -1.387, -0.108], [0.859, 1.790, 0.099], [-0.348, 2.153, 0.497], [-0.341, -0.461, -0.133], [-0.059, -0.079, 0.203], [0.387, -0.704, 0.572], [0.069, 0.431, -0.129], [-0.338, -1.001, -0.403], [0.481, -1.461, 1.429], [-1.964, -0.477, -0.418], [1.461, 1.938, -0.893], [-1.480, -0.119, -0.542], [0.168, 0.367, -0.578], [0.055, -0.176, 0.256], [0.500, 0.740, 0.710], [0.150, 0.121, -0.036], [0.629, -0.895, 0.049], [0.405, -0.241, 0.285], [-3.048, 0.190, -3.461], [1.183, 0.238, 1.975], [1.768, 0.177, 0.750], [0.101, 0.062, 0.050], [0.275, -0.391, 0.372], [-0.621, -0.081, 0.387], [0.275, -0.042, -0.147], [-0.313, 0.121, -0.194], [-1.514, -3.028, 0.163], [0.739, 3.297, -0.032], [0.255, 1.361, 0.096], [0.365, 0.542, -0.453], [0.659, -0.495, -0.287], [-1.048, -0.633, 0.515], [0.073, -0.513, 0.039], [0.360, -0.087, 0.214], [-0.034, 0.036, -0.079], [-0.149, 0.099, 0.013], [0.470, -0.368, -0.061], [-0.178, -0.232, -0.123], [1.104, 1.394, -3.449], [-0.379, 0.204, 2.690], [-0.986, -0.678, 1.651], [1.293, -0.224, 1.366], [0.004, -1.442, -1.620], [-0.293, 1.720, 0.485], [0.402, 0.145, -0.891], [-0.325, 0.015, 0.406], [-0.615, 0.183, -0.471], [-0.132, -0.287, -0.054], [-0.452, -0.452, 0.005], [0.406, -0.578, -0.136], [0.864, 0.092, -2.700], [-1.107, 0.698, 3.219], [-0.663, 0.514, -0.078], [1.774, -1.905, -0.942], [-0.016, 0.499, -0.873], [-0.154, 0.187, -0.828], [-0.091, 0.930, 1.013], [-0.548, -0.317, 0.555], [-0.155, 0.317, 0.027], [-0.252, -0.377, 0.297], [-0.191, -0.587, 0.313], [0.505, -0.071, -0.014]]
}



[2]
{
  "formula": "C29H56O24",
  "method": "ωB97M-V/def2-TZVPD",
  "largest_force_ev_per_a": 6.23,
  "lumo_ha": 0.00742,
  "total_energy_ev": -80116.614,
  "multiplicity": 1,
  "smiles": "C[C@H]1COC(=O)O1.CCOC(=O)OC.CCOC(=O)OC.CCOC(=O)OC.CCOC(=O)OC.COC(=O)OC.COC(=O)OC.COC(=O)OC",
  "orbital_gap_ev": 10.426,
  "elements": ["C", "C", "C", "O", "C", "O", "O", "H", "H", "H", "H", "H", "H", "C", "C", "O", "C", "O", "O", "C", "H", "H", "H", "H", "H", "H", "H", "H", "C", "C", "O", "C", "O", "O", "C", "H", "H", "H", "H", "H", "H", "H", "H", "C", "C", "O", "C", "O", "O", "C", "H", "H", "H", "H", "H", "H", "H", "H", "C", "C", "O", "C", "O", "O", "C", "H", "H", "H", "H", "H", "H", "H", "H", "C", "O", "C", "O", "O", "C", "H", "H", "H", "H", "H", "H", "C", "O", "C", "O", "O", "C", "H", "H", "H", "H", "H", "H", "C", "O", "C", "O", "O", "C", "H", "H", "H", "H", "H", "H"],
  "coordinates": [[1.355, -1.029, 1.890], [0.505, 0.097, 1.249], [1.354, 1.229, 0.610], [0.860, 1.461, -0.653], [0.306, 0.340, -1.042], [0.005, 0.213, -2.257], [0.053, -0.518, 0.094], [0.745, -1.869, 2.222], [1.920, -0.551, 2.690], [2.106, -1.451, 1.223], [-0.380, 0.491, 1.749], [2.424, 1.029, 0.551], [1.307, 2.125, 1.229], [-2.210, -3.073, 0.880], [-1.087, -3.741, 0.031], [-0.052, -4.137, 0.859], [1.075, -4.651, 0.530], [1.410, -4.775, -0.686], [1.742, -4.996, 1.657], [3.003, -5.594, 1.651], [-3.058, -3.181, 0.204], [-1.861, -2.093, 1.203], [-2.412, -3.643, 1.787], [-0.845, -2.942, -0.669], [-1.565, -4.580, -0.475], [3.066, -6.354, 0.873], [3.451, -5.929, 2.587], [3.810, -4.934, 1.336], [7.797, -5.530, -3.211], [6.385, -5.770, -2.639], [6.122, -4.560, -1.905], [4.911, -4.214, -1.610], [3.868, -4.755, -1.987], [5.024, -3.047, -0.973], [3.914, -2.218, -0.575], [8.512, -5.276, -2.429], [7.783, -4.737, -3.959], [8.058, -6.467, -3.703], [6.481, -6.602, -1.941], [5.653, -5.963, -3.424], [3.192, -2.934, -0.182], [3.589, -1.720, -1.488], [4.169, -1.443, 0.148], [-6.539, 1.258, -0.224], [-6.011, 0.233, 0.769], [-5.877, 0.850, 2.090], [-4.960, 1.771, 2.326], [-4.997, 2.605, 3.255], [-3.906, 1.528, 1.557], [-2.676, 2.170, 1.653], [-7.170, 2.071, 0.134], [-6.957, 0.778, -1.109], [-5.683, 1.754, -0.681], [-5.057, -0.056, 0.328], [-6.570, -0.703, 0.800], [-2.007, 1.802, 0.875], [-2.268, 2.147, 2.663], [-2.753, 3.250, 1.522], [-6.317, 5.308, -2.895], [-5.484, 4.300, -3.794], [-5.055, 2.999, -3.183], [-4.138, 2.253, -3.653], [-3.603, 2.356, -4.720], [-3.929, 1.365, -2.770], [-2.902, 0.391, -3.162], [-7.271, 4.797, -2.768], [-6.474, 6.231, -3.453], [-5.904, 5.509, -1.906], [-4.693, 4.986, -4.098], [-5.987, 4.064, -4.732], [-2.045, 0.939, -3.554], [-3.278, -0.108, -4.055], [-2.532, -0.249, -2.361], [-3.911, -1.075, 3.801], [-3.641, -1.232, 5.191], [-2.426, -1.627, 5.679], [-2.166, -1.735, 6.900], [-1.561, -1.966, 4.725], [-0.263, -2.350, 4.990], [-3.376, -0.156, 3.561], [-4.961, -0.855, 3.608], [-3.551, -1.876, 3.155], [-0.157, -3.414, 4.776], [0.031, -2.237, 6.033], [0.437, -1.759, 4.400], [3.030, 5.044, 1.754], [2.199, 5.386, 0.650], [0.904, 5.453, 0.765], [0.221, 5.308, 1.797], [0.379, 5.720, -0.421], [-1.002, 5.435, -0.591], [4.039, 4.851, 1.389], [2.656, 4.211, 2.349], [2.802, 5.825, 2.480], [-1.287, 5.839, -1.563], [-1.635, 5.903, 0.163], [-1.205, 4.371, -0.470], [6.324, 1.609, -0.204], [4.893, 1.681, -0.561], [4.594, 1.916, -1.864], [5.319, 2.345, -2.739], [3.299, 1.604, -1.961], [2.760, 1.237, -3.234], [6.508, 0.546, -0.044], [6.404, 2.115, 0.758], [7.049, 2.119, -0.837], [2.407, 0.208, -3.159], [3.434, 1.270, -4.091], [2.005, 1.982, -3.484]],
  "forces_ev_per_angstrom": [[-0.171, 1.286, 0.874], [2.028, -0.509, -0.827], [1.295, 0.957, 3.387], [-0.339, 0.064, 0.050], [-2.387, -1.165, -3.824], [0.714, -0.956, 5.047], [-1.007, 0.529, -5.287], [-0.050, 0.252, 0.224], [-0.038, -0.429, 0.534], [-0.296, 0.410, -0.440], [0.343, -0.182, 0.741], [0.061, -0.556, -0.130], [-0.304, 0.275, -0.214], [1.291, -1.303, -0.069], [-2.086, 1.040, -0.377], [-0.765, 0.613, 3.010], [2.214, -1.114, -5.214], [-0.351, -0.045, 4.532], [-1.101, 0.684, 0.521], [2.152, -0.264, -2.065], [-0.328, 0.951, 0.343], [-0.600, 0.247, -0.373], [-0.062, -0.198, -0.047], [0.771, -0.489, -0.329], [0.579, -0.208, -0.192], [-0.272, -0.429, 0.294], [-1.452, -0.219, 0.473], [-0.273, 0.836, -0.316], [-0.948, -0.457, -0.295], [1.535, 0.582, -0.005], [1.388, -0.919, -0.098], [-3.711, 0.204, -1.393], [2.159, 0.911, 1.074], [0.957, 1.105, 1.185], [-0.291, -1.482, -1.100], [-0.097, -0.147, -0.029], [0.009, 0.004, 0.052], [0.432, 0.068, -0.042], [-0.545, -0.027, 0.047], [-0.130, 0.130, 0.287], [-0.558, 0.547, -0.086], [-0.547, -0.027, 0.146], [0.681, -0.452, 0.037], [0.544, 0.315, -0.905], [0.468, 0.756, -0.772], [-1.264, -0.553, -0.289], [0.958, 1.765, 3.002], [-0.091, -2.380, -2.954], [0.020, -0.671, -1.167], [0.471, 1.863, 0.733], [-0.342, -0.514, 0.328], [-0.498, -0.159, 0.230], [0.202, 0.235, 0.219], [0.321, -0.092, 0.671], [-0.440, 0.451, 0.844], [-0.203, -0.329, 0.219], [0.188, -0.715, 0.058], [-0.351, 0.145, -0.396], [-0.357, -2.688, -0.397], [0.537, 0.910, -0.105], [-3.701, 4.786, 1.497], [0.700, 0.876, -2.381], [0.610, 0.218, -1.141], [1.938, -3.832, 2.543], [0.216, 0.880, -1.215], [-0.320, 0.483, 0.362], [0.170, -0.149, -0.040], [0.275, -0.062, -0.231], [1.083, -1.059, -0.008], [-0.335, -0.119, 0.298], [0.019, 0.104, 0.323], [-0.097, -0.573, 0.395], [-0.829, 0.225, 0.126], [1.060, 1.082, -0.427], [0.848, -1.073, 1.446], [0.012, -0.615, 3.141], [-1.227, 0.706, -3.841], [-1.788, 0.960, -1.254], [1.668, -0.719, 1.086], [0.039, -0.010, -0.648], [0.008, -0.387, 0.655], [-0.036, -0.157, 0.332], [0.054, 0.035, -0.305], [-0.378, 0.210, 0.112], [-0.250, -0.098, -0.162], [-1.476, 0.348, 1.247], [1.046, -0.557, -1.080], [-2.539, -0.294, 2.446], [1.831, -0.044, -1.885], [0.272, -0.027, -0.514], [-0.768, 0.279, 0.453], [-0.245, 0.536, 0.181], [-0.115, -0.689, -0.677], [1.303, 0.490, 0.079], [0.178, -0.368, 0.028], [0.285, 0.330, 0.120], [0.228, -0.125, -0.457], [-0.919, 0.180, 0.855], [1.553, 0.450, -0.646], [0.360, 0.255, -0.351], [-0.710, -0.773, 1.246], [0.513, -0.269, -0.273], [-0.149, 0.429, -0.856], [0.389, 0.145, -0.285], [-0.164, -0.120, 0.087], [-0.580, -0.315, -0.628], [-0.395, 0.337, 0.084], [0.715, 0.135, 0.508], [-0.417, -0.500, 0.225]]
}